1.
Formula: C4H13N2
Source: the OMol25 dataset
Level of theory: ωB97M-V/def2-TZVPD

Last column: Löwdin charge in e.
Cartesian coordinates (Å):
N: 0.138 -2.091 0.177  -0.04
C: -1.048 -1.348 -0.305  -0.24
C: -0.663 -0.008 -1.099  -0.17
C: 0.675 0.483 -0.818  -0.25
C: 1.023 0.813 0.583  -0.18
N: -0.009 1.715 1.176  0.16
H: 0.821 -2.211 -0.622  0.10
H: -0.046 -3.038 0.605  0.11
H: -1.614 -2.048 -0.952  0.11
H: -1.833 -1.142 0.473  0.11
H: -1.237 0.861 -0.889  0.09
H: -0.771 -0.322 -2.148  0.13
H: 1.400 -0.217 -1.089  0.10
H: 1.002 1.444 -1.206  0.14
H: 0.924 -0.024 1.225  0.10
H: 1.986 1.289 0.850  0.15
H: -0.714 1.123 1.708  0.20
H: -0.493 2.302 0.462  0.17
H: 0.458 2.420 1.870  0.22

Computed properties:
Lowest unoccupied orbital energy   -3.78 eV
Total charge   +1
SMILES string   NCCCC[NH3+]
Frontier orbital gap   9.0105 eV
HOMO   -12.8 eV

=====

2.
Formula: C12H15N2TeTl
Source: the OMol25 dataset
Level of theory: ωB97M-V/def2-TZVPD

Last column: Löwdin charge in e.
Cartesian coordinates (Å):
Tl: 4.794 -3.058 2.273  0.94
N: 2.035 -2.288 4.540  -0.02
C: 1.284 -3.152 5.240  -0.05
C: 1.022 -4.222 4.412  -0.03
C: 1.670 -3.913 3.215  -0.20
N: 2.294 -2.734 3.302  -0.16
H: 2.373 -1.391 4.848  0.17
H: 1.013 -2.968 6.259  0.13
H: 0.458 -5.100 4.652  0.11
H: 1.691 -4.469 2.296  0.10
C: -2.650 3.189 -3.546  -0.01
C: -1.738 2.382 -2.729  -0.19
C: -0.923 2.975 -1.749  0.03
C: -0.109 2.229 -0.936  -0.30
C: 0.765 2.934 0.046  -0.07
C: -0.109 0.794 -1.087  -0.52
Te: 0.897 -0.370 0.266  1.26
C: -0.857 0.191 -2.161  -0.29
C: -0.834 -1.255 -2.510  -0.06
C: -1.657 0.999 -2.932  0.02
H: -2.608 4.242 -3.291  0.09
H: -3.673 2.829 -3.424  0.12
H: -2.427 3.063 -4.606  0.11
H: -0.933 4.052 -1.653  0.14
H: 0.599 4.008 0.005  0.10
H: 1.815 2.751 -0.185  0.09
H: 0.582 2.611 1.072  0.08
H: -0.117 -1.836 -1.934  0.03
H: -0.596 -1.359 -3.570  0.11
H: -1.827 -1.691 -2.380  0.11
H: -2.234 0.558 -3.733  0.15

Computed properties:
Lowest unoccupied orbital energy (spin up / spin down)   -8.81 / -9.10 eV
Total charge   +2
Frontier orbital gap (spin up / spin down)   5.8346 / 6.1537 eV
HOMO (spin up / spin down)   -14.6 / -15.3 eV

=====

3.
Formula: C2H3Cl2N2P
Source: the OMol25 dataset
Level of theory: ωB97M-V/def2-TZVPD

Last column: Löwdin charge in e.
Cartesian coordinates (Å):
C: -0.756 0.818 0.842  -0.92
C: 0.219 0.043 -0.052  -0.76
N: -1.552 -0.017 1.506  -0.31
N: -0.471 -1.168 -0.357  -0.23
P: -1.532 -1.481 0.914  0.94
Cl: -1.801 1.788 -0.301  0.56
Cl: 1.792 -0.187 0.919  0.51
H: -0.126 1.582 1.314  0.08
H: 0.738 0.541 -0.885  0.09
H: 0.063 -1.697 -0.934  0.04

Computed properties:
Lowest unoccupied orbital energy   -0.75 eV
Total charge   0
Frontier orbital gap   9.3514 eV
HOMO   -10.1 eV

=====

4.
Formula: C14H38N2O16S4
Source: the OMol25 dataset
Level of theory: ωB97M-V/def2-TZVPD

Last column: Löwdin charge in e.
Cartesian coordinates (Å):
C: 0.946 -3.801 4.430  -0.06
C: 1.739 -3.694 3.141  -0.31
O: 0.770 -3.812 2.119  -0.28
S: 1.280 -4.210 0.574  0.71
C: 2.106 -2.516 0.254  -0.10
O: 2.299 -5.232 0.632  -0.29
O: 0.134 -4.279 -0.330  -0.29
H: 0.240 -2.970 4.427  0.07
H: 1.654 -3.773 5.258  0.08
H: 0.405 -4.743 4.513  0.09
H: 2.364 -2.808 3.029  0.11
H: 2.479 -4.491 3.060  0.11
H: 2.352 -2.240 -0.771  0.05
H: 3.017 -2.322 0.819  0.04
H: 1.461 -1.713 0.613  0.04
C: -1.324 -0.412 1.938  -0.05
C: -2.225 0.835 2.014  -0.27
O: -1.734 1.895 1.172  -0.30
S: -1.996 3.364 1.802  0.68
C: -0.671 3.228 3.030  -0.11
O: -1.561 4.389 0.864  -0.29
O: -3.280 3.472 2.588  -0.31
H: -0.332 -0.148 2.304  0.06
H: -1.145 -0.847 0.955  0.06
H: -1.588 -1.172 2.673  0.08
H: -3.190 0.550 1.594  0.10
H: -2.430 1.067 3.058  0.12
H: -0.821 3.590 4.047  0.07
H: 0.162 3.800 2.621  0.07
H: -0.415 2.184 3.207  0.05
C: 4.109 0.660 -3.215  -0.07
C: 4.276 0.996 -1.717  -0.25
O: 4.386 -0.208 -0.890  -0.30
S: 5.891 -0.962 -0.786  0.69
C: 6.611 -0.123 0.725  -0.09
O: 5.606 -2.341 -0.510  -0.28
O: 6.696 -0.543 -1.972  -0.31
H: 5.035 0.875 -3.746  0.08
H: 3.282 1.281 -3.558  0.04
H: 3.756 -0.358 -3.381  0.08
H: 5.173 1.604 -1.600  0.11
H: 3.431 1.639 -1.469  0.10
H: 7.680 -0.320 0.648  0.06
H: 6.226 -0.714 1.556  0.06
H: 6.471 0.955 0.812  0.07
C: -6.360 0.172 2.662  -0.05
C: -6.731 0.618 1.266  -0.36
O: -5.539 0.799 0.616  -0.26
S: -5.701 1.833 -0.620  0.68
C: -3.995 1.656 -1.373  -0.08
O: -6.736 1.446 -1.596  -0.29
O: -5.725 3.189 -0.062  -0.30
H: -5.628 0.893 3.025  0.08
H: -5.966 -0.835 2.528  0.08
H: -7.208 0.084 3.342  0.08
H: -7.419 -0.144 0.898  0.12
H: -7.367 1.502 1.226  0.12
H: -3.662 0.633 -1.543  0.06
H: -3.275 2.152 -0.721  0.04
H: -4.187 2.203 -2.296  0.07
C: 0.688 1.193 -1.583  0.08
N: -0.573 0.555 -2.187  -0.37
O: -1.232 -0.291 -1.502  0.01
O: -0.900 0.806 -3.338  0.05
H: 0.346 1.521 -0.601  0.09
H: 0.934 2.029 -2.237  0.10
H: 1.400 0.389 -1.770  0.09
C: 0.716 -0.381 -5.670  0.04
N: 0.819 1.056 -6.042  -0.41
O: 0.352 1.497 -7.101  0.07
O: 1.522 1.713 -5.264  0.01
H: 1.407 -0.949 -6.293  0.11
H: -0.352 -0.602 -5.661  0.10
H: 1.046 -0.370 -4.632  0.07

Computed properties:
Lowest unoccupied orbital energy   -0.52 eV
Total charge   0
SMILES string   CCOS(C)(=O)=O.CCOS(C)(=O)=O.CCOS(C)(=O)=O.CCOS(C)(=O)=O.C[N+](=O)[O-].C[N+](=O)[O-]
Frontier orbital gap   10.1574 eV
HOMO   -10.7 eV

=====

5.
Formula: CH6N2O3S
Source: the OMol25 dataset
Level of theory: ωB97M-V/def2-TZVPD

Last column: Löwdin charge in e.
Cartesian coordinates (Å):
C: -1.596 -0.092 -0.157  -0.23
N: -0.721 -0.279 0.984  -0.13
S: 1.007 -0.804 0.012  0.67
O: 2.030 -0.986 0.952  -0.27
O: 0.632 -1.805 -0.922  -0.29
N: 1.302 0.696 -0.699  -0.20
O: 1.151 1.683 0.255  -0.11
H: -1.187 0.943 -0.526  0.08
H: -1.451 -0.842 -1.009  0.08
H: -2.674 -0.112 0.118  0.09
H: -0.949 -1.093 1.563  0.07
H: 0.406 0.931 -1.243  0.12
H: 2.049 1.761 0.671  0.13

Computed properties:
Lowest unoccupied orbital energy   0.61 eV
Total charge   0
SMILES string   CNS(=O)(=O)NO
Frontier orbital gap   10.3134 eV
HOMO   -9.7 eV

=====

6.
Formula: C3H2FNO
Source: the OMol25 dataset
Level of theory: ωB97M-V/def2-TZVPD

Last column: Löwdin charge in e.
Cartesian coordinates (Å):
O: 0.820 1.629 1.273  0.08
C: 0.246 0.913 0.502  -0.34
N: 0.687 -0.245 -0.104  0.03
C: 1.987 -0.490 -0.066  -0.10
C: 3.168 -0.242 -0.047  -0.08
F: 4.421 -0.340 0.202  0.13
H: -0.720 1.125 0.283  0.09
H: -0.012 -0.665 -0.800  0.19

Computed properties:
Lowest unoccupied orbital energy   0.54 eV
Total charge   0
SMILES string   O=CNC#CF
Frontier orbital gap   9.9344 eV
HOMO   -9.4 eV

=====

Calculated energy above the lowest of the compared OMol25 structures with the same formula, charge and spin (eV), listed in the same order as above: 2.252 0.206 1.210 3.036 3.375 2.544